Entry 1:
{"formula": "C20H38F9N4O30S8", "method": "ωB97M-V/def2-TZVPD", "species": ["N", "C", "N", "C", "C", "C", "F", "F", "C", "F", "F", "S", "F", "F", "F", "F", "F", "N", "C", "O", "N", "O", "H", "H", "H", "H", "H", "H", "H", "H", "H", "H", "C", "C", "O", "S", "O", "O", "O", "H", "H", "H", "H", "C", "C", "O", "S", "O", "O", "O", "H", "H", "H", "H", "C", "C", "O", "S", "O", "O", "O", "H", "H", "H", "H", "C", "C", "O", "S", "O", "O", "O", "H", "H", "H", "H", "C", "C", "O", "S", "O", "O", "O", "H", "H", "H", "H", "C", "C", "O", "S", "O", "O", "O", "H", "H", "H", "H", "C", "C", "O", "S", "O", "O", "O", "H", "H", "H", "H"], "coordinates": [[-2.728733, -2.234726, 1.627236], [-2.361141, -1.047769, 1.041583], [-3.289953, 0.028976, 0.523920], [-4.460040, 0.293297, 1.443133], [-5.812219, 0.859748, 0.724595], [-6.496469, -0.204027, -0.372338], [-7.701530, 0.556287, -0.876126], [-5.501324, -0.238557, -1.509152], [-6.836339, -1.661477, 0.264881], [-7.415283, -1.421697, 1.639478], [-5.604329, -2.499154, 0.519152], [-8.020294, -2.746837, -0.670493], [-7.696012, -2.052053, -2.195992], [-9.391889, -1.774229, -0.359421], [-8.277313, -3.650688, 0.800880], [-6.711281, -3.861976, -0.991343], [-9.068140, -3.856128, -1.471809], [-0.848667, -0.821301, 0.851719], [-0.411789, -1.405824, -0.484191], [-1.410740, -1.256011, -1.563840], [-1.448937, 0.023361, -2.012694], [-1.429252, -0.090446, -3.232956], [-2.925526, -3.067433, 1.029894], [-2.902796, -2.348783, 2.669993], [-2.732983, 0.933604, 0.492404], [-4.783582, -0.644285, 2.099762], [-4.095683, 1.107419, 2.236067], [-5.502201, 1.800456, 0.057937], [-6.617785, 1.285648, 1.488409], [-0.374665, -1.413189, 1.584325], [0.589653, -0.877642, -0.787409], [-0.257301, -2.575042, -0.304836], [-3.910929, 4.835257, 0.071818], [-4.163281, 5.023623, 1.565323], [-3.295492, 4.094418, 2.210535], [-1.945004, 3.919308, 1.312791], [-0.921553, 4.778853, 1.864933], [-1.740643, 2.511082, 1.064724], [-2.507598, 4.610638, -0.052292], [-4.432338, 3.950492, -0.307486], [-4.209991, 5.710561, -0.511001], [-5.203816, 4.833677, 1.839144], [-3.880133, 6.030835, 1.888870], [4.309515, 1.247507, -2.214682], [4.125962, 2.588299, -1.508774], [3.167875, 2.341473, -0.482166], [3.340762, 0.808110, 0.046354], [4.151897, 0.832154, 1.243272], [2.054500, 0.154234, -0.019812], [4.263649, 0.263848, -1.182449], [3.485884, 1.051513, -2.908776], [5.259301, 1.191110, -2.753197], [3.773354, 3.370399, -2.185352], [5.056520, 2.912888, -1.031245], [-1.408822, -5.824755, 4.754086], [-2.853821, -6.310075, 4.832586], [-3.543553, -5.309529, 5.578211], [-2.860427, -3.859300, 5.277211], [-3.643005, -3.194525, 4.258989], [-2.523475, -3.242227, 6.538990], [-1.490329, -4.410374, 4.586525], [-0.873907, -6.026871, 5.687661], [-0.866232, -6.276942, 3.919581], [-2.940327, -7.283426, 5.321335], [-3.306880, -6.361554, 3.836886], [8.060417, -1.699689, 0.815115], [8.776933, -0.580451, 1.565868], [8.256194, 0.628810, 1.018786], [6.704758, 0.385906, 0.577799], [5.852427, 0.868693, 1.641555], [6.552068, 0.793425, -0.799524], [6.720411, -1.243195, 0.638502], [8.500705, -1.854793, -0.175156], [8.072292, -2.642013, 1.369333], [9.861645, -0.623922, 1.442255], [8.531370, -0.601578, 2.632913], [-0.203665, 1.557712, -6.335287], [0.677770, 2.705236, -6.821065], [1.815428, 2.691508, -5.961805], [2.120425, 1.153908, -5.511041], [3.156330, 0.628264, -6.372279], [2.196371, 1.106911, -4.069366], [0.696728, 0.510700, -5.977161], [-0.766048, 1.844142, -5.440731], [-0.898560, 1.215724, -7.106933], [0.168990, 3.670892, -6.771859], [1.025452, 2.529091, -7.844501], [1.048573, -2.906970, 7.575110], [0.677268, -3.830302, 8.732395], [1.288826, -5.080589, 8.423269], [2.672873, -4.805541, 7.605230], [3.770529, -4.857520, 8.545219], [2.643949, -5.578491, 6.385347], [2.393108, -3.242403, 7.236139], [0.418829, -3.098631, 6.700332], [0.976664, -1.851226, 7.849897], [-0.403567, -3.946421, 8.842324], [1.102169, -3.470577, 9.675469], [5.331118, 5.744144, -7.522023], [5.237403, 4.830497, -8.741116], [4.216845, 3.887114, -8.422886], [3.105457, 4.609334, -7.472286], [2.008251, 5.041530, -8.309231], [2.922043, 3.801529, -6.288980], [3.988286, 5.920748, -7.073909], [5.899422, 5.268817, -6.716018], [5.782560, 6.710076, -7.763786], [6.180502, 4.321375, -8.953553], [4.917333, 5.388002, -9.627724]], "atomic_forces_ev_per_a": [[-0.69, 0.17, 0.83], [0.90, 2.76, -1.85], [3.52, -2.62, 4.05], [-1.86, 0.09, 2.03], [0.35, 0.59, -1.09], [1.25, 3.82, -0.97], [3.40, -3.09, 1.38], [-3.34, -0.63, 3.30], [1.87, 0.07, 3.71], [1.90, -0.47, -4.65], [-3.79, 3.55, -0.69], [-2.27, -5.09, -1.82], [-0.76, -0.80, 3.52], [3.42, -1.74, -0.67], [0.30, 2.07, -3.09], [-2.92, 2.17, 0.19], [2.23, 2.50, 1.79], [-3.80, -1.09, -0.22], [1.34, -0.71, -0.43], [1.32, -1.72, 3.10], [0.57, -0.39, -5.20], [-0.55, 1.77, 3.41], [0.45, 1.18, 0.66], [-0.23, 0.26, -1.67], [-0.36, -1.24, -0.53], [1.03, 1.79, -1.67], [-0.89, -1.61, -1.82], [-0.79, -2.21, 1.20], [1.78, -1.44, -1.54], [-0.86, 0.69, -0.97], [-2.05, -1.16, 0.63], [-0.47, 2.54, -0.92], [-0.67, -0.12, 0.08], [-0.17, 0.85, -0.30], [0.72, -0.81, -0.72], [0.60, 1.31, 0.29], [-1.36, -1.77, -0.98], [-0.17, 1.12, 0.44], [0.47, -0.35, 1.07], [-0.03, 0.10, -0.01], [0.29, -0.16, 0.07], [0.27, -0.17, 0.07], [-0.10, -0.09, -0.08], [-0.31, 0.58, -0.86], [0.95, 0.02, -0.34], [-0.41, -1.23, 0.24], [0.14, 0.66, -0.06], [-9.56, -0.43, -3.22], [0.70, 0.31, 0.09], [-1.65, 0.05, 1.50], [0.71, 0.12, 0.61], [-0.08, -0.13, 0.39], [-0.22, -0.19, 0.20], [-0.09, -0.01, -0.12], [0.15, -0.96, 0.48], [0.30, -0.36, -0.80], [0.61, 1.45, 0.15], [0.39, -0.84, 0.97], [0.87, -0.10, 0.86], [-0.74, -0.48, -1.88], [-1.24, 0.80, 0.04], [-0.02, -0.02, -0.13], [-0.10, 0.32, 0.09], [-0.09, 0.34, 0.12], [0.07, -0.08, 0.08], [0.70, -0.11, -0.20], [-0.05, -0.43, 0.50], [-0.31, -0.33, -0.91], [0.38, 0.47, 1.30], [9.48, -0.69, -0.38], [1.08, 0.01, 2.04], [-0.17, 1.04, 0.18], [0.01, -0.01, 0.11], [-0.24, 0.22, -0.07], [-0.22, 0.20, -0.12], [0.06, -0.08, -0.08], [-0.32, 0.49, 0.15], [-0.63, -0.60, -0.38], [-8.92, -11.21, 4.26], [-1.06, 0.07, -0.87], [-1.10, 0.53, 1.53], [-0.29, -0.09, -1.83], [0.67, -0.33, -0.05], [0.01, 0.02, -0.11], [0.27, -0.17, 0.13], [0.29, -0.10, 0.16], [-0.09, 0.04, 0.03], [-0.69, -0.03, -0.06], [0.02, 0.70, 0.39], [0.60, 0.02, -0.98], [0.62, -0.15, 0.30], [-1.37, -0.04, -1.59], [0.10, 0.76, 1.56], [0.26, -0.92, 0.51], [-0.03, 0.04, 0.11], [0.25, -0.21, -0.06], [0.22, -0.20, -0.13], [-0.09, 0.04, -0.10], [0.59, -0.22, 0.00], [0.22, 0.71, -0.32], [-0.73, 0.13, 0.86], [1.43, 0.83, -0.02], [0.90, -0.69, 1.36], [8.76, 10.77, -4.87], [-0.40, 0.04, -0.89], [0.01, 0.03, -0.11], [-0.27, -0.10, 0.07], [-0.30, -0.14, 0.13], [0.11, -0.01, 0.08]], "total_energy_ha": -7344.28290, "multiplicity": 1, "lumo_energy_ev": -4.6, "total_charge": 1, "homo_lumo_gap_ha": 0.2086}

=====

Entry 2:
{"formula": "C8H14N4", "method": "ωB97M-V/def2-TZVPD", "species": ["C", "C", "C", "C", "C", "C", "C", "C", "H", "H", "H", "H", "H", "H", "H", "H", "H", "H", "H", "H", "H", "H", "N", "N", "N", "N"], "coordinates": [[-0.880125, -1.423465, -0.513441], [-2.256408, -1.047331, 0.000618], [-2.955233, -1.806814, 0.851899], [-2.862544, 0.206572, -0.585351], [-2.185786, 1.495291, -0.185853], [-2.799707, 2.498483, 0.428544], [2.526961, -0.359888, -0.452997], [3.644750, 1.277715, 0.325233], [-0.206965, -0.572592, -0.388072], [-0.942375, -1.626271, -1.593976], [-0.463792, -2.331974, -0.055968], [-3.962060, -1.515431, 1.151960], [-2.556586, -2.694743, 1.310643], [-2.809904, 0.136249, -1.677421], [-3.931337, 0.257877, -0.304038], [-1.149282, 1.648595, -0.541462], [-2.317630, 3.409532, 0.707930], [-3.836383, 2.391884, 0.751014], [4.968119, -1.024292, 1.275463], [5.575241, -0.718882, -0.230115], [2.289076, -1.359723, -0.775357], [4.461236, 1.858988, 0.741428], [4.733590, -1.012478, 0.274794], [3.717497, -0.060103, 0.071909], [1.729341, 0.656661, -0.557628], [2.470313, 1.716150, -0.029750]], "atomic_forces_ev_per_a": [[-0.34, 0.05, -0.08], [-0.05, -0.74, 0.14], [0.01, 0.73, -0.22], [-0.39, 0.17, 0.18], [0.54, 0.36, -0.52], [-0.52, -0.78, 0.24], [-1.04, -1.43, -0.87], [-0.27, 0.26, -0.03], [0.07, -0.22, 0.00], [-0.02, 0.14, 0.17], [-0.20, 0.35, 0.12], [0.22, -0.04, -0.04], [0.17, -0.25, -0.05], [-0.05, -0.04, -0.04], [0.45, -0.01, -0.14], [-0.48, -0.25, 0.39], [0.36, 0.42, -0.07], [0.14, 0.02, -0.08], [-0.19, -0.05, -0.54], [-0.43, -0.10, 0.12], [0.03, -0.09, 0.05], [-0.28, -0.12, -0.06], [0.43, 0.50, 0.47], [0.66, -0.08, 0.18], [1.29, 0.72, 0.79], [-0.10, 0.49, -0.10]], "total_energy_ha": -532.15254, "smiles": "C=CCC(=C)C.Nn1cnnc1", "multiplicity": 1, "lumo_energy_ev": 0.5, "homo_lumo_gap_ha": 0.3481, "relative_energy_ev": 4.370}

=====

Entry 3:
{"formula": "C8H9N3OS", "method": "ωB97M-V/def2-TZVPD", "species": ["C", "C", "C", "C", "C", "C", "C", "C", "H", "H", "H", "H", "H", "H", "H", "H", "H", "N", "N", "N", "O", "S"], "coordinates": [[3.582876, -1.622224, 0.918991], [1.424579, -1.146675, 0.081115], [1.323593, -2.338916, -0.646034], [0.166581, -2.599028, -1.388109], [-0.884319, -1.710665, -1.428300], [-0.790866, -0.531074, -0.701992], [-0.865942, 1.681898, 0.504737], [0.345584, -0.256650, 0.038183], [4.296574, -1.150020, 1.585733], [3.280860, -2.584176, 1.342441], [4.052332, -1.811236, -0.052256], [2.126408, -3.063605, -0.632057], [0.112522, -3.542785, -1.935975], [-1.792094, -1.910720, -2.017394], [1.041272, 1.302466, 1.294391], [-2.201887, 4.232303, 0.268373], [-2.864844, 3.504783, 1.516445], [0.293231, 0.968369, 0.699419], [-1.089136, 2.821881, 1.044111], [-2.380982, 3.300451, 0.630202], [2.477876, -0.747797, 0.848543], [-1.965528, 0.781903, -0.565357]], "atomic_forces_ev_per_a": [[0.10, -0.34, 0.18], [-0.36, -0.27, -0.32], [-0.03, 0.53, 0.32], [0.35, -0.55, -0.10], [-0.91, 0.13, -0.38], [0.13, 0.09, 0.08], [0.18, 0.27, 0.31], [0.26, 0.21, 0.22], [0.07, 0.01, -0.01], [0.03, 0.00, 0.04], [-0.13, 0.20, -0.01], [-0.03, 0.05, -0.02], [-0.04, 0.35, 0.13], [0.55, 0.00, 0.31], [-0.28, -0.03, -0.18], [-0.04, 0.03, -0.22], [0.06, -0.22, -0.48], [0.10, -0.21, -0.05], [0.25, -0.73, -0.39], [-0.29, 0.43, 0.77], [-0.10, 0.06, -0.24], [0.15, -0.02, 0.03]], "total_energy_ha": -947.92037, "smiles": "COc1cccc2s/c(=N\\N)[nH]c12", "multiplicity": 1, "lumo_energy_ev": 0.8, "homo_lumo_gap_ha": 0.3124, "relative_energy_ev": 0.842}

=====

Entry 4:
{"formula": "C8H7NO2", "method": "ωB97M-V/def2-TZVPD", "species": ["C", "C", "C", "C", "C", "C", "C", "C", "H", "H", "H", "H", "H", "H", "H", "N", "O", "O"], "coordinates": [[-1.683609, -2.364697, 2.362170], [-0.884750, -1.658668, 1.268216], [-0.217552, -2.263162, 0.114693], [0.279958, -1.519411, -0.960331], [0.551408, -0.123668, -0.758128], [0.798233, 2.094487, -1.040884], [-0.023205, 0.398397, 0.357200], [-0.795469, -0.184169, 1.298194], [-1.889564, -3.392961, 2.223977], [-2.539833, -1.834928, 2.646109], [-1.019697, -2.322808, 3.209989], [-0.167628, -3.321517, -0.063487], [0.630040, -1.954777, -1.811934], [-0.302825, 2.565744, 0.449270], [-1.466686, 0.288045, 1.973677], [0.260323, 1.857659, 0.174661], [1.075490, 0.795069, -1.530466], [1.022491, 3.041797, -1.681661]], "atomic_forces_ev_per_a": [[2.59, 0.56, -0.52], [0.96, 1.74, -2.35], [-1.51, 1.13, 1.09], [0.98, 3.08, 2.63], [-1.83, -4.09, 0.84], [-0.07, -3.49, 0.36], [0.35, 4.62, -0.07], [-0.70, -4.45, 0.25], [-0.31, -0.96, -0.63], [-1.42, 0.80, 0.12], [0.16, -0.12, 0.72], [-0.44, -0.43, 0.39], [0.84, -1.43, -2.15], [-2.15, 2.35, 1.74], [0.07, 0.82, 0.57], [0.82, -3.08, -0.02], [1.24, 0.81, -2.19], [0.41, 2.14, -0.80]], "total_energy_ha": -514.26831, "smiles": "Cc1ccc2oc(=O)[nH]c2c1", "multiplicity": 1, "lumo_energy_ev": 0.7, "homo_lumo_gap_ha": 0.3396, "relative_energy_ev": 0.905}